Molecular formula: C20H45NO13P2S
Method: DFT, the ωB97M-V functional and the def2-TZVPD basis

Output
- HOMO (eV) = -9.348
- orbital gap (eV) = 8.9

Structure (XYZ):
```
82
Properties=species:S:1:pos:R:3:forces:R:3
C 0.4397 1.0688 1.1200 1.1595 -0.2297 -0.4420
O -0.9507 0.9099 0.8588 0.2216 0.6514 0.7255
C -1.7492 1.8467 1.6028 -0.3724 -0.3807 0.2873
C -2.9238 2.3855 0.7261 0.0808 -0.5178 0.1112
C -3.5854 3.7190 1.2549 -0.0162 -0.1964 -1.0021
C -3.3206 4.8895 0.2242 -0.6807 0.9580 0.5709
C -2.5738 6.1490 0.8078 0.5247 0.1024 -0.8392
C -1.3722 5.8308 1.7568 -0.6993 -0.1167 0.5909
O -0.1235 6.2961 1.1439 0.8633 -0.3689 -0.2879
S 1.1742 5.6435 1.9417 -0.0440 -0.7466 1.3184
O 1.2427 4.2027 1.7062 -0.4115 1.2731 -0.2247
O 2.5553 6.2879 1.1714 -1.2726 0.4222 0.2294
N 3.3032 5.2643 0.5670 0.6059 0.2106 -2.1812
C 3.0785 5.2334 -0.6799 -0.9006 -1.3225 1.0767
O 2.7857 4.9234 -1.7562 0.7299 0.6776 0.2887
H 0.9213 1.8194 0.4300 -0.6255 -0.4068 0.6444
H 0.6707 1.3780 2.1698 -0.3334 -0.2664 -0.7116
H 0.9795 0.1051 0.9132 -0.7570 0.6694 0.2550
H -1.0645 2.6321 2.0050 -0.7215 -0.2163 -0.4038
H -2.1846 1.2925 2.4778 0.3706 0.5414 -0.4910
H -3.7190 1.5962 0.6447 0.8490 0.5334 0.1586
H -2.5208 2.4836 -0.3179 -0.3811 0.2271 0.9367
H -3.2696 3.9887 2.2961 -0.0613 -0.2867 -0.8958
H -4.6932 3.5677 1.3069 0.9370 0.0838 0.0431
H -4.3283 5.2576 -0.1130 0.9540 -0.2599 0.1302
H -2.7941 4.5725 -0.7058 -0.2802 -0.1139 0.8993
H -2.1350 6.6913 -0.0748 -0.3662 -0.3684 0.8344
H -3.2735 6.8908 1.2733 0.5735 -0.8926 -0.1379
H -1.2261 4.7487 1.9753 -0.4714 0.6757 -0.3639
H -1.5583 6.3382 2.7432 0.5677 -0.2805 -0.8482
O 6.9952 -3.2779 0.3299 1.2819 3.6130 -0.6596
P 5.7953 -2.4131 0.6200 -4.9847 -6.1770 2.1325
O 5.4754 -2.8931 2.1755 0.7019 1.1072 -0.1338
C 6.5168 -2.9991 3.1420 0.1157 -0.2283 0.3893
C 6.6331 -1.7443 3.9865 -0.0823 0.1854 -0.0809
O 4.6629 -3.2953 -0.1803 0.2541 1.0623 -0.3899
C 5.0483 -4.2232 -1.1914 0.2217 -0.3887 -0.0509
C 5.2434 -5.6133 -0.6082 -0.0748 -0.0443 0.1460
O 4.6146 -1.2339 0.7318 2.6119 0.7749 -1.3644
C 4.7786 -0.0740 1.5317 -0.1009 0.5172 0.3923
C 6.0272 0.7151 1.1953 -0.0605 0.0734 -0.1581
H 7.4767 -3.2277 2.6758 -0.0959 -0.0457 -0.1553
H 6.2588 -3.8398 3.7898 -0.0658 -0.0356 -0.1118
H 6.9557 -0.8946 3.3794 0.0490 -0.0111 0.0379
H 7.3630 -1.8791 4.7864 0.0030 -0.0531 -0.0312
H 5.6727 -1.4832 4.4360 0.0373 -0.0786 0.0187
H 5.9439 -3.8805 -1.7138 -0.0019 -0.0583 0.1695
H 4.2466 -4.2522 -1.9305 -0.1297 0.1552 0.1095
H 5.8577 -5.5937 0.2935 0.1134 0.1338 -0.1580
H 5.7180 -6.2723 -1.3374 -0.0485 -0.0038 -0.0014
H 4.2814 -6.0405 -0.3211 -0.0184 -0.0162 -0.0690
H 4.7362 -0.3449 2.5876 0.1835 -0.1790 -0.0052
H 3.9047 0.5572 1.3510 -0.0286 -0.1847 -0.1536
H 6.9211 0.0825 1.1994 0.0153 -0.0052 0.1323
H 6.1669 1.5241 1.9148 0.0534 -0.0536 -0.0287
H 5.9435 1.1540 0.1993 0.0191 -0.0328 0.0246
O -4.1390 -0.9618 -1.1026 -3.8122 0.8121 -0.5128
P -4.4386 -1.5269 -2.4682 7.6449 -2.9122 -1.3561
O -3.9650 -3.0986 -2.2301 -1.3141 0.2474 0.1239
C -4.3624 -3.8190 -1.0670 0.1429 -0.3493 0.2810
C -5.6002 -4.6591 -1.3189 -0.1287 0.0573 -0.1679
O -3.1184 -0.9569 -3.2615 -1.1442 0.3995 -0.3115
C -2.3760 0.1424 -2.7353 0.3643 0.0738 0.3907
C -1.2321 -0.3401 -1.8597 0.1360 -0.2081 -0.2875
O -5.0225 -1.9242 -3.9862 -1.7379 1.8418 1.6853
C -6.1908 -2.7077 -4.1648 -0.4143 -0.4039 -0.2020
C -7.4072 -2.1400 -3.4619 -0.0332 0.1381 -0.1193
H -4.5271 -3.1533 -0.2182 0.0952 0.1325 -0.0966
H -3.5320 -4.4796 -0.8087 0.0669 0.1002 -0.0646
H -6.4683 -4.0246 -1.5156 -0.0143 -0.0255 0.0554
H -5.8314 -5.2818 -0.4531 0.0488 0.0319 0.0178
H -5.4636 -5.3096 -2.1853 0.0547 -0.0093 0.0706
H -3.0307 0.8294 -2.1936 0.0327 -0.1641 0.0611
H -1.9709 0.6984 -3.5823 -0.1074 -0.1383 -0.1699
H -1.5559 -1.0932 -1.1401 -0.1511 0.2225 0.0575
H -0.7931 0.4915 -1.3140 -0.0246 -0.0473 -0.0544
H -0.4595 -0.8081 -2.4734 -0.0175 0.0331 -0.0812
H -5.9915 -3.7393 -3.8712 0.0787 0.0478 0.2348
H -6.3862 -2.7354 -5.2396 0.1866 0.1445 0.0244
H -7.2069 -1.9350 -2.4053 -0.0118 -0.1286 0.0411
H -8.2428 -2.8393 -3.5309 0.0268 0.0394 0.0715
H -7.7098 -1.1987 -3.9247 0.0213 -0.0171 0.0365
```
Forces are in eV/Å.


Molecular formula: C6H72NO30
Method: DFT, the ωB97M-V functional and the def2-TZVPD basis

Output
- HOMO (eV) = -10.956
- charge = +1
- orbital gap (eV) = 8.6
- energy relative to the best compared isomer or geometry (same formula, charge and spin) (eV) = 8.753

Structure (XYZ):
```
109
Properties=species:S:1:pos:R:3:forces:R:3
C -37.1651 -9.6404 7.2875 0.5272 3.1206 -0.8749
O -38.1262 -10.4494 6.5532 -0.6829 0.7127 -0.5534
C -38.6247 -9.7949 5.3151 0.1688 2.3033 1.5893
C -40.0275 -10.3252 4.9909 2.0679 -2.2382 -1.0426
N -40.7309 -9.7738 3.7702 -2.3611 1.2576 3.1800
H -41.7424 -10.0731 3.7900 0.6503 0.3971 1.2345
H -40.8285 -8.7307 3.8709 0.5367 -0.8059 -0.6134
C -40.4843 -10.3464 2.5086 1.8620 -3.4243 -2.8983
C -41.5038 -9.9436 1.4921 -3.3462 -9.3123 0.6105
O -41.3901 -10.6507 0.2676 1.1399 1.3195 0.2054
C -42.6477 -10.6706 -0.4382 -0.0289 -1.9290 0.3058
H -37.6207 -8.6290 7.7219 0.4436 -2.1848 -1.0071
H -36.4087 -9.3201 6.5269 -0.4261 -0.1304 0.7386
H -36.5490 -10.0505 8.1254 -1.2272 -0.8204 -0.8673
H -37.9676 -9.9568 4.5075 1.1680 -0.6115 -0.8754
H -38.6230 -8.6270 5.4260 -0.2602 -2.0369 0.2050
H -40.5323 -10.2214 5.8849 -2.0303 0.8153 1.4819
H -39.9513 -11.4487 4.8909 -0.0642 1.2184 -0.3922
H -40.6275 -11.4792 2.6644 0.8778 1.6112 -0.3399
H -39.5327 -10.0347 2.0469 0.0750 -0.5668 0.6751
H -41.4626 -9.0316 1.4980 0.6372 10.4636 -1.5011
H -42.5720 -10.0789 1.8856 1.0856 -0.4632 -0.0796
H -43.1572 -11.3913 0.2740 -1.0139 1.3726 -0.9107
H -42.5693 -11.3139 -1.3792 0.4336 1.3036 1.1720
H -43.0507 -9.6314 -0.6307 0.0340 -1.8153 0.5308
O -37.3994 -10.7820 11.0752 4.8455 1.2444 3.9114
H -36.9437 -9.9698 11.5910 -1.9068 -2.9064 -2.0198
H -38.0939 -10.4837 10.5808 -3.1708 1.5791 -2.0862
O -33.7581 -10.7756 9.3670 -8.3020 2.1568 1.9581
H -33.1239 -11.2745 9.0803 6.5482 -4.1543 -2.6253
H -34.5485 -11.4587 9.2002 1.6389 2.2761 0.7107
O -42.2941 -12.9632 -2.6371 -0.1145 2.5315 -1.8052
H -42.5284 -13.7770 -2.2449 -0.8847 -1.1996 0.4851
H -43.0524 -12.5434 -3.1623 0.9657 -1.4313 1.2456
O -44.3474 -13.7882 1.9592 1.1511 2.2600 4.1069
H -43.3894 -13.5021 2.1401 -2.0331 -0.8376 -0.1730
H -44.3109 -14.0028 0.9804 0.0502 -0.8696 5.0639
O -40.3611 -6.8175 5.0455 1.0751 2.0908 -1.2543
H -40.4124 -5.8105 4.9642 -0.2818 -2.2179 0.4425
H -41.0306 -7.1270 5.6343 -0.9503 0.1120 0.8597
O -43.9114 -14.2773 -0.0490 -1.9788 -1.7202 -8.2946
H -44.6254 -13.5832 -0.0360 0.7368 1.2230 -1.6337
H -44.5337 -14.8508 -0.6218 1.9559 0.1179 0.9399
O -42.8843 -10.0440 7.8135 2.0610 4.7564 -1.0353
H -42.4891 -10.8277 7.6394 3.1946 -3.6085 -1.0603
H -43.6406 -10.3977 8.1070 -5.2040 -1.1128 2.1126
O -45.8412 -12.0468 -0.6636 2.3017 0.0421 1.2990
H -46.7271 -12.0514 -0.9545 -1.6945 0.2530 -0.1488
H -45.6513 -11.1932 -0.1230 -0.6195 -1.1725 -1.3634
O -43.3249 -8.5341 3.9525 -0.6542 0.1301 -0.3211
H -43.9324 -8.1415 3.2745 0.7456 -0.5176 0.3483
H -43.8835 -9.0732 4.5316 0.0244 0.3137 -0.1254
O -34.3707 -10.8762 5.5899 1.0341 3.3180 -1.7735
H -34.1008 -9.9433 5.9381 -0.7995 -2.2363 -0.2584
H -34.2742 -10.6613 4.5966 -0.2830 -0.9395 2.1548
O -37.4476 -5.7183 5.6575 -0.9197 -0.5061 0.5303
H -38.1808 -6.0004 6.2610 0.9350 0.4699 -0.7143
H -37.5005 -4.7600 5.5826 -0.0486 -0.0253 0.1291
O -39.3213 -6.7349 0.7971 -1.5116 2.2168 -10.0880
H -38.8319 -7.3468 0.1600 -1.1297 1.5369 1.1293
H -39.2155 -7.1531 1.6635 -1.3669 0.9587 -5.9724
O -41.3863 -14.3592 2.1777 -1.2800 -4.2090 0.9142
H -41.3839 -15.3858 2.4709 -0.3246 3.6488 -1.1288
H -40.4686 -14.1714 2.2484 1.4724 0.5053 0.1347
O -44.3994 -7.7178 1.1484 -4.2056 1.2084 5.1452
H -43.9261 -7.6603 0.3058 0.8775 -0.0008 -0.2057
H -44.8101 -6.8164 1.3352 0.8421 -1.8470 -0.4444
O -35.7974 -7.6659 9.3278 0.2567 1.5898 -0.5133
H -35.3288 -6.8074 9.3679 -0.2127 -0.3760 -0.1854
H -35.2352 -8.2093 9.8501 0.7547 -1.3047 0.9642
O -38.0525 -6.2060 9.4159 4.2352 3.7000 1.3249
H -37.6261 -5.2128 9.5061 -2.5571 -3.1045 -0.6093
H -37.1646 -6.5952 9.7264 -2.1948 -0.5588 -0.7015
O -42.2896 -12.2251 4.1312 0.5803 0.8143 -0.3593
H -41.8773 -12.8320 4.7412 0.0450 -0.5102 0.1338
H -43.1798 -12.0936 4.4267 -0.9026 -0.2274 0.1921
O -39.7222 -10.6869 8.7947 -1.8087 2.2173 3.1985
H -39.8496 -9.6762 8.8545 0.2749 -2.1070 -0.3558
H -39.2800 -10.7467 7.9975 1.7171 -0.4744 -2.8715
O -36.0816 -12.4392 9.2545 2.9227 -1.0454 -4.2651
H -36.6154 -12.0075 9.8268 -2.7401 1.9612 3.6158
H -35.7919 -13.2879 9.5310 -0.0303 -1.0185 0.8570
O -38.8390 -7.4525 2.5178 2.4281 -7.3635 11.0416
H -39.2826 -6.8331 3.0001 -2.5174 2.6533 2.8578
H -38.0248 -7.3956 2.9018 4.2024 -0.1183 1.2148
O -40.1288 -7.9007 8.6282 1.9768 0.9507 0.4231
H -39.3277 -7.3948 9.0298 -1.9377 -0.8803 -0.7890
H -40.6377 -8.2436 9.3610 -0.4684 0.3749 0.4595
O -44.8707 -11.8549 -3.2095 0.1399 0.2546 3.3536
H -45.6182 -12.2674 -3.5828 -1.2451 -0.7531 -1.5259
H -45.1856 -11.9580 -2.2053 1.3330 0.6405 -2.0560
O -36.4614 -13.2494 6.5645 -1.8754 -1.7918 -3.4298
H -36.1233 -12.8975 7.3094 3.3299 2.0413 3.8245
H -37.3386 -13.1131 6.8996 -1.5889 -0.2882 -0.6603
O -45.8763 -9.6006 -0.0964 -4.7969 -2.2594 0.9798
H -46.5870 -9.5816 0.6620 0.5976 -0.8872 -2.4858
H -45.4476 -9.0115 0.4320 4.0485 3.6810 1.8819
O -41.0012 -8.5520 -1.9735 -4.0552 0.1797 -2.6586
H -41.2171 -8.9174 -2.8998 1.3922 0.6073 2.4270
H -40.1590 -8.6817 -1.6321 2.3957 -0.8184 0.2557
O -34.0787 -8.0473 6.9632 -1.5265 0.4740 2.6212
H -34.5187 -7.9024 7.9185 1.5572 -0.7794 -3.3341
H -33.1254 -8.0774 7.0807 0.0624 0.0563 0.3245
O -43.1101 -7.4133 -0.5585 0.6426 -0.0547 -7.2967
H -42.4260 -8.1065 -0.9653 -1.2295 2.2149 0.4263
H -43.8681 -7.2197 -1.3310 3.4468 -0.8029 2.5143
O -38.9060 -13.7656 3.3150 -5.6141 2.7256 -2.8768
H -38.3978 -13.0077 3.2290 1.2396 2.6508 -0.6095
H -38.3453 -14.2837 3.7106 4.6644 -5.2575 3.6293
```
Forces are in eV/Å.


Molecular formula: C2H4ClFO2
Method: DFT, the ωB97M-V functional and the def2-TZVPD basis

Output
- HOMO (eV) = -10.836
- orbital gap (eV) = 11.5
- energy relative to the best compared isomer or geometry (same formula, charge and spin) (eV) = 0.486
- SMILES = CO[C@](O)(F)Cl

Structure (XYZ):
```
10
Properties=species:S:1:pos:R:3:forces:R:3
C -0.5351 0.4739 1.0625 1.3342 -1.3968 -0.1350
O -0.3698 -0.9170 0.7084 0.1198 -2.0184 -0.4603
C 0.9101 -1.3746 0.6111 -0.9407 1.4427 -0.0849
O 1.6205 -0.4716 -0.1560 1.3289 -1.4261 0.1689
F 0.9571 -2.5796 0.0132 -0.2966 0.1873 0.6550
Cl 1.5791 -1.5632 2.3784 -0.0228 -0.0086 -1.2712
H -1.0152 0.9267 0.1930 -0.1548 0.2963 0.5322
H 0.5324 0.7410 1.1145 -0.9671 1.4074 0.6850
H -1.0993 0.4217 2.0093 0.3156 0.7989 -0.5407
H 2.3997 -0.9636 -0.5177 -0.7166 0.7175 0.4510
```
Forces are in eV/Å.


Molecular formula: C3H4FNS
Method: DFT, the ωB97M-V functional and the def2-TZVPD basis

Output
- HOMO (eV) = -10.126
- orbital gap (eV) = 8.9
- energy relative to the best compared isomer or geometry (same formula, charge and spin) (eV) = 2.946

Structure (XYZ):
```
10
Properties=species:S:1:pos:R:3:forces:R:3
C -1.3892 -0.1713 0.0495 -2.8018 -2.6323 -0.2713
C 0.7319 -0.6908 0.1135 0.5664 0.2175 0.0773
C 0.7761 0.8499 -0.1130 0.0067 0.1569 -0.2069
N -0.6443 -1.1367 0.0782 -1.8161 0.4508 -0.0757
F -3.4422 -0.5968 -0.0691 4.0549 1.0523 0.2821
S -0.9754 1.4677 0.0106 -0.0328 0.5987 0.0283
H 1.2785 -1.2245 -0.6676 0.0158 0.1251 0.1531
H 1.1486 -0.9705 1.0840 0.0195 0.0439 -0.1079
H 1.3795 1.3708 0.6246 0.0052 0.0040 0.0139
H 1.1364 1.1022 -1.1107 -0.0179 -0.0169 0.1072
```
Forces are in eV/Å.